One molecule with the formula C5H12N2 at a distorted geometry. Source: OMol25; level of theory: wB97M-V/def2-TZVPD.

Values from the calculation:
Energy relative to the best compared isomer or geometry (same formula, charge and spin), eV: 1.398
2S+1: 1
Structure (SMILES): C=CC[C@@H](N)CN

XYZ file:
```
19
Properties=species:S:1:pos:R:3:forces:R:3:mulliken_charge:R:1
C -1.175413 -1.329705 2.008772 -0.5 0.0 -0.4 -0.88
C -0.247326 -0.438700 1.699758 0.5 -0.3 0.3 -0.02
C -0.515655 0.821001 0.915527 -0.4 -0.3 1.0 -0.88
C -0.262088 0.646280 -0.590200 0.4 0.3 0.8 0.26
N -0.358751 1.959204 -1.233109 0.5 0.1 -0.3 -0.79
C 1.061645 -0.092285 -0.899214 -0.3 0.1 -0.5 -0.61
N 0.795898 -1.210487 -1.837676 0.6 -0.4 0.8 -0.70
H -2.208441 -1.121339 1.792522 -0.4 0.1 -0.3 0.26
H -1.012371 -2.327247 2.384173 0.4 0.1 0.5 0.29
H 0.764437 -0.662503 2.038592 0.0 0.1 -0.4 0.37
H 0.009804 1.661330 1.373799 0.4 0.1 -0.3 0.33
H -1.571611 1.031062 1.102352 -0.1 0.2 -0.4 0.36
H -1.092631 0.035232 -0.916169 -0.1 -0.2 -0.5 0.29
H 0.409653 2.524046 -0.874460 -0.2 0.1 0.3 0.27
H -0.076067 1.865262 -2.207015 -0.4 -0.2 -0.1 0.29
H 1.725056 0.625725 -1.385809 0.0 -0.1 -0.1 0.42
H 1.574024 -0.420577 0.005983 0.0 0.0 0.1 0.24
H 1.692360 -1.586832 -2.138027 0.1 0.3 -0.3 0.24
H 0.487476 -1.979467 -1.239797 -0.5 0.1 -0.2 0.25
```
Forces are in eV/Å.

---

A 15-piece molecular cluster, C35H116N34O15P4 overall at a distorted geometry. Source: OMol25; level of theory: wB97M-V/def2-TZVPD.

Values from the calculation:
Total energy, eV: -156724.6960
2S+1: 1

XYZ file:
```
204
Properties=species:S:1:pos:R:3:forces:R:3:mulliken_charge:R:1
O 0.126532 0.906926 -9.241092 -0.6 -0.2 0.8 -0.92
P 0.417391 1.672100 -8.003918 2.2 -0.1 -0.1 0.25
N 1.030588 3.185620 -8.382435 0.9 0.5 0.1 0.38
C 0.295568 3.930705 -9.415920 -0.2 1.0 0.4 -1.06
C 2.400624 3.661204 -8.027914 -0.8 0.3 -0.3 -0.89
N 1.672436 0.850624 -7.119834 -1.6 1.3 0.5 0.51
C 2.670848 0.118647 -7.856230 -0.1 -1.7 0.7 -1.20
C 2.111317 1.269359 -5.731898 -0.9 0.2 -1.7 -0.99
N -0.846307 2.038610 -7.000313 -0.3 -0.9 -0.2 0.74
C -2.082397 1.236105 -7.041787 -1.1 2.2 1.5 -1.04
C -0.797531 3.140741 -6.058326 -1.9 0.9 -1.8 -1.27
H 0.933771 4.336119 -10.267649 -0.6 -0.8 1.1 0.37
H -0.230185 4.817295 -8.950577 0.5 -0.7 -0.5 0.29
H -0.487633 3.265411 -9.791411 0.2 0.2 -0.3 0.33
H 3.124804 2.991567 -8.498044 0.3 0.2 0.1 0.27
H 2.600218 3.672620 -6.922349 -0.4 0.2 -1.0 0.18
H 2.509107 4.701411 -8.464972 0.0 -1.2 0.7 0.42
H 3.635323 0.580263 -7.717451 0.6 0.2 -0.5 0.37
H 2.766070 -0.921908 -7.461293 0.0 0.6 0.3 0.29
H 2.404995 -0.120867 -8.877915 -0.1 0.9 -0.3 0.36
H 1.338406 1.922807 -5.314414 -0.1 -0.4 0.1 0.18
H 2.188214 0.352145 -5.105711 0.5 0.9 -0.3 0.44
H 2.977889 1.963297 -5.847279 0.0 -1.1 0.6 0.21
H -2.981020 1.952957 -7.073040 1.2 -0.8 0.2 0.37
H -2.134256 0.752410 -7.973193 0.1 -1.2 -0.9 0.34
H -2.221124 0.608057 -6.133702 0.1 0.1 -0.7 0.12
H -0.788189 2.847168 -5.046107 0.2 -0.5 1.3 0.37
H -1.713032 3.788575 -6.211798 0.7 -0.7 0.2 0.30
H 0.017493 3.760170 -6.350194 0.8 0.5 0.2 0.38
O 3.876012 -4.804625 -2.455743 -2.2 0.0 -1.3 -0.84
P 5.217743 -4.830853 -1.908415 1.3 0.4 2.3 0.18
N 5.939497 -3.354652 -2.061071 0.9 0.1 -0.3 0.63
C 5.790504 -2.629850 -3.307014 -0.1 1.3 0.0 -1.30
C 7.027775 -2.804400 -1.208807 -0.9 -1.1 0.1 -1.14
N 6.110821 -6.059214 -2.502519 -0.3 0.3 -0.7 0.28
C 5.315951 -7.079414 -3.186556 0.9 1.1 -2.3 -1.09
C 7.565233 -6.158025 -2.358999 -0.2 -1.0 -0.1 -1.00
N 5.222684 -5.080940 -0.239697 -0.3 0.8 0.2 0.32
C 5.023179 -6.387760 0.357283 0.8 -1.4 -0.5 -0.91
C 4.367100 -4.132890 0.473673 0.8 0.5 0.9 -1.24
H 6.686149 -2.684671 -3.903745 0.8 0.2 -0.1 0.36
H 5.532159 -1.545200 -3.148954 0.3 -0.9 0.1 0.35
H 5.055520 -3.001962 -3.984332 -1.0 -0.6 0.1 0.38
H 6.483440 -2.130744 -0.544102 0.8 0.8 -0.1 0.23
H 7.873648 -2.379171 -1.829597 -1.1 -0.4 0.9 0.30
H 7.337728 -3.613090 -0.524641 0.4 0.3 -0.5 0.45
H 4.237930 -6.920708 -3.224425 0.4 0.5 0.1 0.18
H 5.699940 -7.280219 -4.212364 -0.3 0.7 0.2 0.29
H 5.489546 -7.972780 -2.753152 0.4 -3.2 1.9 0.52
H 7.891537 -6.698831 -1.456983 -0.4 -0.5 -0.3 0.29
H 8.035076 -6.611145 -3.257885 -0.4 0.2 0.5 0.33
H 8.016910 -5.206671 -2.181378 0.0 1.0 -0.3 0.29
H 3.997419 -6.656782 0.651058 -0.2 0.4 -0.7 0.30
H 5.419391 -7.195412 -0.334113 -0.3 0.9 1.0 0.28
H 5.532754 -6.402230 1.327236 0.4 -0.2 -0.3 0.33
H 3.359442 -4.185337 0.140218 -1.1 -0.3 -0.1 0.48
H 4.662031 -3.104210 0.362598 0.4 0.5 -0.6 -0.05
H 4.411204 -4.251148 1.564941 -0.1 -0.5 -0.3 0.53
O -0.793041 1.146470 0.595209 0.1 -0.2 0.0 -0.79
P -0.065670 -0.043621 0.041927 0.1 0.4 0.6 -0.95
N 0.676423 0.419940 -1.358707 -0.4 -0.6 0.3 0.80
C 0.414735 1.736144 -1.978025 -0.3 -1.1 -0.5 -0.78
C 1.108089 -0.682107 -2.235209 0.4 1.0 0.5 -0.71
N -1.099591 -1.331928 -0.121255 2.0 0.7 0.3 1.37
C -2.368133 -1.135876 -0.745661 -0.4 1.1 -0.1 -1.03
C -0.721563 -2.653179 0.292378 -1.5 -1.7 1.0 0.72
N 1.185724 -0.602114 0.997586 -0.2 0.5 -0.8 1.18
C 2.603130 -0.468646 0.740504 0.3 -0.3 0.0 -0.95
C 0.954937 -0.931634 2.387312 -2.3 1.2 -1.0 -0.51
H 0.287972 1.493110 -3.043180 -0.4 0.5 0.1 0.01
H 1.259982 2.401540 -1.919662 0.4 0.3 0.3 0.36
H -0.482072 2.221617 -1.559573 0.4 -0.3 -0.2 0.18
H 2.201607 -0.686486 -2.338000 -0.2 0.3 -0.8 0.17
H 0.486595 -0.624588 -3.110686 0.3 0.0 -1.0 0.33
H 0.907971 -1.653911 -1.841925 -0.5 -0.6 0.9 0.08
H -3.104035 -1.008160 0.015893 -0.9 0.2 0.7 0.01
H -2.403660 -0.212991 -1.363201 0.1 -0.7 0.1 0.07
H -2.660887 -2.007379 -1.281690 0.0 -0.6 -0.9 0.69
H -1.547695 -3.145806 0.952474 1.1 0.8 -1.1 0.09
H -0.534650 -3.331395 -0.557191 -0.1 0.4 0.5 -0.99
H 0.129459 -2.598990 0.951233 0.3 -0.2 -0.1 -0.11
H 3.068416 0.112933 1.576188 -0.1 -0.6 -0.6 0.40
H 3.040267 -1.490152 0.595280 0.0 0.7 0.5 -0.31
H 2.806252 0.073501 -0.168753 -0.1 0.3 -0.3 0.41
H -0.136553 -1.025486 2.524000 0.4 -0.4 0.2 -0.34
H 1.215995 -0.067670 2.979864 0.7 -0.1 0.7 0.23
H 1.438656 -1.851403 2.547575 0.6 -1.0 1.0 0.44
O -0.327592 4.321110 5.958204 0.2 -1.5 0.5 -0.20
P -1.056370 5.589241 5.966225 -3.2 0.8 -2.4 -0.05
N -0.529263 6.549931 7.120943 0.7 2.2 4.2 0.11
C -0.437337 6.021074 8.523483 0.6 -2.0 -0.5 -1.00
C -0.723466 7.992637 7.305078 -0.1 -0.1 -1.2 -1.31
N -2.757871 5.413338 5.928173 -0.3 -1.0 1.3 0.59
C -3.290724 4.127417 6.483732 0.8 0.4 0.2 -0.83
C -3.837385 6.457061 5.907671 0.9 -1.5 -1.8 -1.18
N -0.839980 6.447508 4.569290 -1.2 1.4 0.6 0.10
C -1.470580 5.903302 3.352182 -0.3 -0.3 1.7 -0.78
C 0.500533 6.912834 4.388651 1.8 -0.6 1.6 -0.59
H -0.943096 6.652252 9.293077 0.1 -0.6 -0.9 0.30
H 0.624423 5.916490 8.807828 -0.3 0.3 0.0 0.32
H -0.797646 4.955411 8.520836 0.0 1.1 0.3 0.33
H 0.156729 8.512377 7.691086 0.2 -0.4 0.1 0.35
H -1.539751 8.178368 7.986328 -0.4 0.1 0.2 0.44
H -0.959129 8.440255 6.357311 -0.2 0.3 -0.5 0.43
H -3.560777 4.185559 7.578650 0.2 0.1 -1.0 0.20
H -4.138078 3.790014 5.891795 -0.2 0.1 0.0 0.39
H -2.502708 3.382369 6.343297 -0.2 0.0 0.3 0.00
H -3.511844 7.294261 5.303229 0.4 0.6 0.6 0.36
H -4.624803 6.047435 5.230241 0.2 0.0 0.8 0.36
H -4.249876 6.670653 6.885980 0.1 0.3 0.2 0.28
H -1.355849 6.605570 2.550058 0.1 0.1 -0.5 0.40
H -0.974045 4.955765 3.219630 0.1 -0.5 -1.1 0.13
H -2.533829 5.685518 3.562698 0.6 0.2 -0.3 0.19
H 0.603028 7.774030 3.743492 -0.2 0.0 -0.6 0.36
H 1.068074 6.011822 4.044911 0.4 1.0 -0.1 -0.04
H 0.952119 7.258139 5.398884 -0.7 -0.7 -1.7 0.31
C -4.724066 -3.281814 2.891424 -0.2 0.0 0.4 0.75
O -4.159083 -2.539877 3.706962 0.0 0.0 0.2 -0.92
N -4.185626 -4.471572 2.524974 0.4 -0.4 0.9 -0.42
N -5.970598 -3.019388 2.442868 -1.4 1.9 -0.4 -0.39
H -4.169435 -4.747868 1.592892 -0.7 -0.4 -1.9 0.24
H -3.320109 -4.811333 2.928154 0.3 0.5 0.4 0.13
H -6.446816 -2.087886 2.651659 1.2 -1.5 -0.4 0.18
H -6.352911 -3.485560 1.628945 0.3 -0.1 0.4 0.21
C 0.002733 -4.752551 -2.465957 -2.3 1.6 -1.6 0.67
O -1.135284 -4.180296 -2.453463 2.4 -1.6 0.1 -0.78
N 0.310374 -5.884733 -1.810745 -0.5 -0.1 0.4 -0.35
N 1.026806 -4.300560 -3.284558 -1.6 1.0 0.4 -0.40
H 1.218592 -6.262484 -2.023807 -0.2 -0.5 0.4 0.14
H -0.451545 -6.416785 -1.397950 0.6 0.2 -0.1 0.26
H 0.857869 -3.318218 -3.581536 0.6 -1.2 0.4 0.07
H 1.924148 -4.557418 -2.921131 1.1 0.4 -0.3 0.47
C -1.669787 -2.178857 -5.279374 1.1 1.2 0.2 0.45
O -2.134831 -1.350611 -4.513603 0.0 0.8 0.0 -0.41
N -0.669093 -1.849113 -6.216044 -1.0 1.2 2.8 -0.39
N -2.040834 -3.466654 -5.186374 0.4 -2.0 -0.9 -0.47
H -0.603836 -2.352292 -7.023785 0.2 -1.9 -2.3 0.23
H -0.534746 -0.865951 -6.398785 -0.1 0.1 0.3 -0.03
H -1.409312 -4.094316 -5.648722 0.1 -0.2 -0.6 0.32
H -2.164782 -3.896927 -4.278215 -0.3 0.9 0.6 0.26
C -4.155286 2.877992 -0.855218 1.8 -3.2 0.2 0.46
O -3.979389 2.513495 -2.036901 -0.9 1.5 0.8 -0.73
N -5.134762 3.683741 -0.389074 -0.4 0.4 -2.8 -0.36
N -3.383180 2.178136 0.100299 -0.1 1.1 -0.7 0.55
H -5.881594 3.884497 -1.055408 0.5 -0.1 0.4 0.26
H -5.356292 3.802703 0.548653 -0.1 -0.1 1.8 0.19
H -3.332711 2.475025 1.042170 -0.9 0.7 1.4 0.00
H -2.408523 1.968259 -0.082112 -0.1 -0.3 -1.0 -0.26
C -3.597734 0.923380 3.378854 0.5 -2.0 0.1 -0.20
O -3.648938 2.134943 3.277159 0.3 1.0 -0.4 -0.60
N -4.492022 0.244290 4.154925 -0.8 0.5 0.4 -0.29
N -2.671448 0.115350 2.783578 0.4 1.9 -0.4 0.73
H -5.215970 0.924272 4.281025 -0.9 -0.4 0.6 0.24
H -4.745244 -0.759785 4.125518 0.7 0.9 -0.3 0.25
H -2.062898 0.533901 2.075178 -0.1 -0.4 0.2 -0.30
H -2.764217 -0.854393 2.928252 0.0 -1.1 -0.1 -0.02
C -6.844695 0.070770 1.053190 -0.6 0.0 0.3 0.42
O -7.264592 0.033075 2.228701 0.1 -0.4 -0.6 -0.73
N -7.675079 -0.088731 -0.001671 -0.6 0.3 0.4 -0.38
N -5.555938 0.363346 0.825002 0.8 -0.3 1.4 0.63
H -7.410613 -0.444078 -0.897746 0.7 -0.1 -0.3 0.31
H -8.591807 -0.291213 0.319274 -0.7 -0.2 0.0 0.23
H -4.998858 0.300415 0.007254 -0.3 -0.2 -1.0 -0.02
H -5.036701 0.136891 1.656615 0.3 0.4 0.1 -0.25
C 2.576633 3.227255 1.630055 0.8 0.7 -0.4 0.35
O 3.283629 3.038574 0.666041 0.8 0.0 -0.9 -0.69
N 2.747711 4.207591 2.534955 0.8 1.7 2.2 -0.26
N 1.513974 2.475007 1.863898 -1.8 -0.9 1.8 0.20
H 2.370952 3.979694 3.453154 0.1 0.4 -0.3 0.03
H 3.581857 4.810656 2.577113 -0.7 -1.0 -0.5 0.26
H 0.713280 2.680964 2.455648 0.6 0.4 0.0 0.18
H 1.213119 2.015197 1.071770 -0.7 -1.4 -1.8 -0.16
C 3.046302 -2.805185 4.082585 -0.9 -0.7 -0.4 0.83
O 2.785747 -3.749061 3.309879 0.7 1.3 1.0 -0.64
N 3.935358 -1.824319 3.842083 0.4 0.4 -0.9 -0.40
N 2.328288 -2.655588 5.271596 0.5 -0.2 -1.9 -0.46
H 4.043824 -1.127845 4.578843 0.1 0.1 -0.9 0.26
H 4.169982 -1.636502 2.845291 -0.1 -0.1 1.5 0.16
H 2.204570 -3.540526 5.669884 -0.5 -1.2 1.1 0.22
H 2.615789 -1.945474 5.884332 0.3 1.0 1.0 0.21
C 1.717340 1.743691 6.265568 -2.9 1.5 1.9 0.20
O 2.513946 0.885772 6.047984 2.0 -1.4 -0.5 -0.59
N 0.315066 1.452377 6.171034 1.0 1.8 -0.2 -0.41
N 1.988112 2.991964 6.892275 -0.2 -2.4 -1.2 -0.41
H 0.128974 0.612572 5.678862 0.1 -0.7 -0.5 0.24
H -0.315483 2.209222 5.876562 0.6 -0.2 0.5 0.33
H 2.975786 3.195347 6.982901 -0.4 0.3 -0.3 0.25
H 1.289937 3.649410 6.585818 0.1 1.0 0.3 0.47
C -5.213848 -1.281654 -2.834640 -1.0 0.0 -0.3 0.46
O -6.031055 -1.353203 -1.903511 0.5 -0.5 -0.7 -0.76
N -4.686044 -0.119689 -3.257391 1.2 -0.3 -0.6 -0.24
N -4.847964 -2.323046 -3.649042 0.1 -1.6 -0.5 -0.21
H -4.806760 0.706994 -2.720894 0.2 0.7 0.6 0.18
H -3.793504 -0.241029 -3.738595 -0.4 0.5 0.1 0.28
H -5.449165 -3.147431 -3.742554 0.5 0.8 0.6 0.22
H -4.075339 -2.267773 -4.335635 -0.9 0.4 0.9 0.05
C -0.922182 -4.648297 3.788153 1.8 0.2 0.4 0.59
O -1.513791 -5.398954 3.024459 -0.2 -0.2 0.3 -0.72
N -1.379181 -3.457122 4.226845 0.2 0.2 0.0 -0.03
N 0.361131 -4.930498 4.312868 0.6 1.2 0.0 -0.57
H -2.337211 -3.186345 4.111122 -0.6 0.2 -0.2 0.00
H -0.834548 -2.976531 4.919821 -0.1 0.0 0.1 0.19
H 1.155769 -4.212013 4.260782 -2.1 -1.4 -0.4 0.25
H 0.709860 -5.828095 4.055315 0.0 -0.4 -0.5 0.25
```
Forces are in eV/Å.